ORCA calculation (ωB97M-V/def2-TZVPD) on C22H24N10OPbSe as an isolated structure in a non-equilibrium geometry.

Summary:
HOMO level (spin up / spin down) (hartree): -0.6598 / -0.6598
Total charge: +4
Energy relative to the best compared isomer or geometry (same formula, charge and spin) (kJ/mol): 407.66
Energy (Ha): -4068.23540

Structure (XYZ):
```
59
Properties=species:S:1:pos:R:3:forces:R:3
Pb -1.499 0.864 -0.521 -0.1189 -0.4310 -1.4665
O 6.628 -3.764 1.147 2.6342 0.9557 -2.6635
C 7.500 -2.614 1.108 -0.1615 -0.2964 2.8660
C 7.258 -1.390 0.271 0.1151 -3.2361 1.5466
C 8.035 -0.300 0.815 0.2028 2.2719 0.3626
C 8.008 0.999 0.160 1.1086 -2.2200 4.1326
C 7.171 0.934 -0.843 -1.1408 0.7094 -4.2298
C 6.616 -0.293 -1.416 -0.6941 -0.4131 1.1840
N 6.471 -1.499 -0.813 1.7121 3.4281 -0.2209
H 7.131 -4.319 0.489 -1.4707 -0.1869 0.9356
H 8.616 -2.841 1.035 -1.0744 -0.1092 -0.2038
H 7.460 -2.289 2.197 0.1348 0.1579 -0.9863
H 8.473 -0.436 1.841 -0.2110 0.0317 -1.3722
H 8.430 1.907 0.621 -0.0246 -0.6213 -0.5599
H 7.045 1.817 -1.478 -0.3440 -0.2051 0.2343
H 6.233 -0.147 -2.390 -0.4978 -0.2586 -1.0403
C 1.012 -3.461 -2.299 0.7118 -1.7808 -0.9271
N 0.431 -2.383 -3.053 -1.1759 1.0394 -1.0323
C 0.472 -2.546 -4.487 -0.9414 0.3531 -2.9259
C -0.597 -1.629 -2.581 0.4411 -3.1519 3.2833
N -1.063 -0.509 -2.855 -0.5034 1.2954 -0.1930
N -1.252 -2.288 -1.436 1.4326 -0.1910 0.0498
C -2.612 -2.006 -1.392 0.4026 -2.5139 1.4824
N -3.542 -2.980 -1.413 2.0740 -0.0441 -0.4323
N -2.964 -0.786 -1.265 -1.0135 2.0069 0.6508
H 0.514 -4.517 -2.344 0.0323 1.9953 0.5318
H 1.267 -3.037 -1.328 0.1836 -0.7957 0.2082
H 1.932 -3.720 -2.867 -0.1275 0.4519 0.8551
H -0.494 -2.191 -5.113 1.7302 -1.3811 1.9086
H 0.801 -3.575 -4.654 -0.9590 -0.1015 -0.3651
H 1.233 -2.026 -5.056 0.6244 0.7759 0.5740
H -0.575 -0.141 -3.600 1.2063 1.3110 -2.3024
H -0.687 -3.090 -1.011 -2.1758 1.1393 -0.9737
H -3.380 -3.932 -1.163 0.4795 -0.5303 -0.3124
H -4.432 -2.663 -1.220 -2.2512 0.4203 0.4435
H -3.949 -0.631 -1.434 -0.1523 0.0690 0.1854
Se -6.503 4.165 4.977 -2.7850 0.8465 -0.0014
N -4.894 3.643 5.018 1.4532 -0.6985 -0.4877
C -4.641 3.209 3.811 2.6971 -0.6461 -0.4899
C -3.295 2.711 3.440 -0.0124 0.5676 -0.1117
C -2.218 2.740 4.307 0.9101 -0.4282 1.7833
C -0.936 2.270 3.978 -0.2650 0.8714 -0.6647
C -0.785 1.818 2.626 -0.5878 0.0719 1.4266
N -1.827 1.814 1.739 1.1343 0.4521 2.0005
C -2.991 2.315 2.138 -1.0363 -0.4218 -0.4560
C -4.050 2.391 1.121 -0.5996 0.1616 -2.2048
N -3.723 2.111 -0.177 -1.6260 -0.1709 0.1299
C -4.715 2.187 -1.180 0.9222 0.7198 1.7471
C -6.023 2.525 -0.863 -0.0836 1.3436 1.0361
C -6.339 2.872 0.496 -1.1097 -1.1602 -1.6014
C -5.366 2.826 1.457 0.5587 -0.1714 -0.4558
C -5.695 3.280 2.775 -0.5184 0.2556 2.0566
N -6.832 3.758 3.244 0.8982 -0.2574 -0.4917
H -2.356 3.070 5.346 -0.1248 0.0164 -0.4995
H -0.153 2.441 4.796 -0.8236 -0.8042 -1.7800
H 0.163 1.398 2.290 -0.2242 0.1690 -0.0550
H -4.363 2.097 -2.218 -0.2195 -0.2245 0.5903
H -6.764 2.797 -1.620 0.2598 -0.7239 0.0555
H -7.388 3.044 0.846 0.9942 0.2873 -0.7534
```
Forces are in eV/Å.

ORCA calculation (ωB97M-V/def2-TZVPD) on C46H40ClN6O8P2STi as an isolated structure in a non-equilibrium geometry.

Summary:
HOMO level (hartree): -0.3742
Total charge: +1
Energy relative to the best compared isomer or geometry (same formula, charge and spin) (kJ/mol): 0.00
Energy (Ha): -5097.56248

Structure (XYZ):
```
105
Properties=species:S:1:pos:R:3:forces:R:3
Ti 0.163 -0.141 1.776 -0.1226 0.5250 -0.6296
N 1.623 3.829 3.390 0.0052 -0.0648 0.0694
C 1.082 2.627 3.148 -0.0062 0.1437 -0.0360
S 1.866 1.628 1.951 -0.0826 -0.1987 0.1080
N 0.017 2.287 3.819 0.0258 -0.1329 -0.0920
N -0.379 1.016 3.519 0.1093 0.1214 0.3863
C -1.177 0.476 4.364 0.0044 -0.0328 0.0134
C -1.539 -0.924 4.188 0.0292 0.0329 0.0157
C -2.345 -1.619 5.071 0.0174 -0.0397 -0.0043
C -2.556 -2.972 4.843 -0.0001 0.0187 0.0151
C -1.950 -3.581 3.759 0.0164 -0.0036 -0.0198
C -1.154 -2.815 2.921 0.0191 -0.0096 -0.0089
N -0.971 -1.516 3.128 0.0286 0.1145 0.0355
H 2.458 4.122 2.918 -0.0163 -0.0132 -0.0149
H 1.243 4.394 4.130 -0.0063 0.0123 -0.0090
H -1.498 1.040 5.232 -0.0179 -0.0007 -0.0072
H -2.780 -1.113 5.922 -0.0005 0.0034 -0.0012
H -3.178 -3.546 5.517 -0.0006 0.0006 -0.0008
H -2.072 -4.636 3.562 -0.0018 -0.0004 0.0045
H -0.641 -3.244 2.067 -0.0128 -0.0045 0.0015
C 0.993 -0.449 -1.888 -0.0091 0.0112 -0.0110
N 1.310 0.891 -2.292 -0.0085 -0.0418 0.0003
C 1.170 1.973 -1.352 0.0679 0.0583 0.0930
P -0.294 1.837 -0.218 0.0072 -0.1554 -0.0429
C -1.712 1.785 -1.388 0.0551 0.0451 -0.1129
C -3.028 1.702 -0.926 0.0032 0.0114 0.0544
C -4.096 1.686 -1.810 0.0036 -0.0108 0.0112
C -3.875 1.753 -3.177 0.0145 0.0055 -0.0109
C -2.577 1.864 -3.650 -0.0376 -0.0082 0.0088
C -1.508 1.888 -2.767 0.0129 -0.0213 -0.0320
C -0.408 3.531 0.453 0.0314 -0.0253 0.0740
C 0.588 4.487 0.258 -0.0506 0.0176 -0.0354
C 0.445 5.764 0.781 -0.0004 -0.0030 -0.0161
C -0.680 6.095 1.521 -0.0055 -0.0058 0.0075
C -1.663 5.141 1.741 0.0022 0.0086 0.0020
C -1.527 3.868 1.211 -0.0196 -0.0273 0.0337
C 1.751 1.153 -3.597 0.0674 -0.0050 0.0216
C 1.359 0.337 -4.662 -0.0068 0.0113 0.0107
C 1.811 0.599 -5.947 0.0032 -0.0051 -0.0028
C 2.636 1.683 -6.201 -0.0083 0.0021 -0.0043
C 3.015 2.503 -5.149 0.0080 0.0067 0.0021
C 2.588 2.241 -3.856 -0.0140 -0.0079 -0.0012
P 1.714 -0.881 -0.245 -0.0248 -0.0255 0.1409
C 1.621 -2.698 -0.236 0.0032 -0.0062 -0.0369
C 0.619 -3.369 -0.938 0.0050 0.0001 -0.0009
C 0.523 -4.751 -0.875 0.0032 0.0064 0.0040
C 1.430 -5.473 -0.111 0.0022 -0.0093 -0.0024
C 2.437 -4.812 0.578 0.0063 0.0022 0.0037
C 2.536 -3.431 0.517 -0.0138 0.0010 0.0036
C 3.473 -0.483 -0.375 0.0277 -0.0040 -0.0568
C 4.243 -0.317 0.776 0.0000 -0.0023 0.0198
C 5.602 -0.061 0.675 0.0012 0.0055 -0.0018
C 6.200 0.041 -0.571 0.0048 0.0009 -0.0014
C 5.441 -0.127 -1.722 -0.0079 0.0004 -0.0002
C 4.086 -0.395 -1.628 -0.0031 -0.0071 0.0000
H 1.401 -1.155 -2.610 0.0048 0.0034 -0.0047
H -0.087 -0.638 -1.823 0.0007 0.0015 -0.0068
H 1.061 2.906 -1.906 -0.0396 -0.0041 -0.0299
H 2.045 2.085 -0.697 -0.0039 0.0176 -0.0276
H -3.233 1.669 0.132 0.0023 -0.0596 0.0421
H -5.106 1.625 -1.425 0.0045 0.0004 0.0009
H -4.708 1.734 -3.867 -0.0012 0.0006 0.0034
H -2.387 1.941 -4.713 -0.0026 0.0027 -0.0002
H -0.517 1.993 -3.181 -0.0533 -0.0028 0.0162
H 1.486 4.253 -0.296 0.0097 -0.0004 -0.0223
H 1.218 6.502 0.608 0.0039 0.0008 0.0004
H -0.790 7.092 1.927 -0.0008 0.0033 -0.0025
H -2.540 5.386 2.326 0.0010 0.0049 -0.0002
H -2.301 3.133 1.399 0.0342 -0.0045 0.0211
H 0.679 -0.489 -4.495 -0.0031 -0.0073 -0.0079
H 1.496 -0.046 -6.757 0.0006 0.0005 0.0009
H 2.979 1.887 -7.206 -0.0009 -0.0008 0.0005
H 3.667 3.348 -5.328 -0.0007 -0.0007 -0.0005
H 2.935 2.866 -3.043 0.0020 0.0028 -0.0045
H -0.092 -2.822 -1.542 -0.0006 -0.0082 -0.0030
H -0.257 -5.259 -1.428 -0.0012 0.0023 -0.0024
H 1.358 -6.552 -0.062 -0.0016 0.0004 -0.0002
H 3.152 -5.372 1.167 -0.0002 0.0004 -0.0013
H 3.325 -2.929 1.062 0.0052 0.0099 0.0038
H 3.793 -0.398 1.754 -0.0059 -0.0041 0.0003
H 6.190 0.057 1.576 0.0003 -0.0009 -0.0005
H 7.260 0.247 -0.648 -0.0009 -0.0028 0.0012
H 5.905 -0.056 -2.697 0.0005 0.0006 0.0004
H 3.520 -0.537 -2.538 0.0021 0.0009 0.0023
O 1.337 -2.632 4.483 0.0310 -0.0179 0.0148
Cl 2.125 -1.610 3.893 -0.1136 -0.1433 -0.4120
O 2.008 -0.371 4.573 -0.0043 0.0088 0.0388
O 3.465 -2.006 3.668 0.0021 0.0278 0.0621
O 1.558 -1.394 2.453 0.1672 0.0599 0.5316
O -2.042 0.243 1.571 -0.0330 -0.0317 0.0248
C -2.062 -0.740 0.796 0.0547 0.0112 -0.0372
O -0.922 -1.200 0.428 -0.1340 -0.2208 -0.1093
C -3.296 -1.418 0.363 -0.0310 0.0866 -0.0348
C -4.535 -0.998 0.839 -0.0042 -0.0015 -0.0174
C -5.688 -1.654 0.437 -0.0019 -0.0013 -0.0318
C -5.608 -2.729 -0.438 0.0095 0.0109 0.0476
C -4.362 -3.129 -0.883 0.0131 -0.2365 0.2323
C -3.198 -2.499 -0.502 -0.0203 -0.0070 0.0506
N -4.260 -4.286 -1.802 -0.0202 0.8637 -0.8988
O -5.294 -4.740 -2.235 -0.0831 -0.3310 0.3062
O -3.147 -4.593 -2.178 0.1051 -0.3228 0.2962
H -4.583 -0.161 1.522 0.0052 0.0000 0.0008
H -6.653 -1.332 0.803 0.0001 0.0022 -0.0017
H -6.489 -3.258 -0.771 0.0016 -0.0064 0.0004
H -2.242 -2.848 -0.864 -0.0068 -0.0029 0.0108
```
Forces are in eV/Å.

ORCA calculation (ωB97M-V/def2-TZVPD) on C6H13N3STl as an isolated structure in a non-equilibrium geometry.

Summary:
2S+1: 2
<S²>: 0.757
HOMO level (spin up / spin down) (hartree): -0.6101 / -0.5995
Total charge: +2
Energy (Ha): -970.65038

Structure (XYZ):
```
24
Properties=species:S:1:pos:R:3:forces:R:3
Tl -0.090 -0.695 -0.008 0.0412 -0.3700 0.0741
S -0.016 0.138 4.227 0.0019 -0.0897 -0.5164
C -0.030 -0.034 2.728 -0.0075 0.1414 0.5618
C 1.431 0.455 -3.207 0.0802 -0.7077 0.2419
N 1.247 1.871 -3.136 -1.5220 0.9377 0.2441
C 2.305 2.670 -3.682 0.8774 0.2227 -0.4859
C 0.265 2.401 -2.353 2.0476 -2.0599 -0.1385
N -0.252 1.712 -1.400 -0.4678 0.2325 0.1518
N -0.112 3.708 -2.667 -1.2297 0.6896 -0.1212
C -0.658 4.549 -1.648 0.3315 0.6826 0.8552
C -0.391 4.087 -4.022 0.2853 0.0747 -0.9664
H 1.939 0.217 -4.143 -0.0796 -0.0072 0.0711
H 0.468 -0.053 -3.172 0.0398 -0.0004 -0.0664
H 2.059 0.094 -2.385 0.0318 -0.0498 0.0000
H 3.252 2.395 -3.201 -0.1169 0.1699 -0.0090
H 2.134 3.730 -3.514 0.1160 0.0167 -0.0367
H 2.420 2.466 -4.751 -0.0433 0.1612 0.0917
H -1.041 2.134 -0.929 -0.1758 0.2810 -0.0973
H -1.741 4.418 -1.532 -0.0340 -0.1794 -0.1991
H -0.503 5.596 -1.916 -0.0087 -0.0684 -0.1218
H -0.171 4.352 -0.693 -0.0688 -0.0543 -0.0716
H -0.019 3.348 -4.729 -0.0568 0.0162 0.1598
H 0.056 5.062 -4.248 -0.0390 -0.0225 0.1764
H -1.474 4.203 -4.159 -0.0029 -0.0170 0.2019
```
Forces are in eV/Å.

ORCA calculation (ωB97M-V/def2-TZVPD) on one molecule with the formula C5H9NO.

Summary:
SMILES: C[C@H]1CN(C)C1=O
HOMO level (hartree): -0.3428
Total charge: 0
Energy relative to the best compared isomer or geometry (same formula, charge and spin) (kJ/mol): 91.55
Energy (Ha): -325.90268

Structure (XYZ):
```
16
Properties=species:S:1:pos:R:3:forces:R:3
C -0.730 1.573 -1.217 -0.0624 0.0296 -0.0720
C -1.111 0.532 -0.171 -0.0487 0.1830 -0.0410
C -0.575 -0.900 -0.436 -0.1072 -0.1051 -0.1499
N 0.307 -0.729 0.718 0.1138 0.1422 0.0025
C 1.578 -1.333 1.016 0.2254 -0.0771 0.1793
C -0.110 0.548 0.999 0.1154 0.0163 0.2085
O 0.274 1.349 1.817 -0.1702 -0.1971 -0.3126
H 0.339 1.500 -1.449 -0.1374 0.0349 0.0226
H -0.925 2.579 -0.837 0.0476 -0.1076 -0.0394
H -1.287 1.445 -2.152 0.0400 -0.0325 0.1723
H -2.166 0.600 0.113 0.1822 -0.0437 -0.0208
H -1.302 -1.714 -0.322 0.1579 0.1405 -0.0071
H -0.044 -1.013 -1.391 -0.0561 0.0617 0.1443
H 2.285 -1.221 0.180 -0.1811 -0.0369 0.1339
H 1.998 -0.817 1.890 -0.1471 -0.1874 -0.2239
H 1.468 -2.399 1.243 0.0279 0.1791 0.0033
```
Forces are in eV/Å.